[1]
182
Properties=species:S:1:pos:R:3 method="wB97M-V/def2-TZVPD" charge=+4
C 3.15818 6.05027 2.01549
C 2.52643 4.66686 2.37094
N 3.47904 3.57658 2.18190
C 4.13416 3.31023 0.97915
C 4.81172 2.14435 1.11988
N 4.58388 1.63264 2.40720
C 3.72216 2.54569 3.07874
C 5.15013 0.42085 2.96218
H 3.05019 6.71260 2.87442
H 2.92299 6.49475 1.04842
H 4.23633 5.95603 1.88582
H 1.67260 4.34311 1.77573
H 2.19900 4.64407 3.41035
H 4.00791 3.97315 0.13595
H 5.56444 1.58479 0.58444
H 3.29852 2.22894 4.02034
H 6.02994 0.53152 3.59606
H 5.23433 -0.34263 2.18881
H 4.43403 0.01739 3.67809
C -6.65476 7.20090 4.16062
C -6.31193 7.30523 2.68262
N -5.00839 6.79904 2.39117
C -4.63739 5.44320 2.56673
C -3.29565 5.39503 2.19352
N -2.94094 6.64400 1.72596
C -3.91435 7.55098 1.99854
C -1.62143 7.02455 1.15432
H -5.81145 7.25693 4.84896
H -6.97645 6.18031 4.36799
H -7.39261 7.86629 4.60886
H -6.19484 8.32652 2.32019
H -7.17523 6.89314 2.16012
H -5.29440 4.62063 2.80780
H -2.62695 4.54932 2.13024
H -3.82867 8.61931 1.86538
H -0.85297 6.31272 1.45576
H -1.24941 8.00188 1.46177
H -1.80742 6.99356 0.08075
C 3.78326 -4.46587 0.87175
C 4.33714 -4.86660 2.25690
C 5.87058 -4.92216 2.43629
C 6.59522 -3.78388 1.69101
N 8.11903 -3.86365 1.95152
C 8.78794 -2.82217 1.00830
C 10.20342 -3.21043 0.94723
C 10.08368 -4.72551 0.72045
C 8.73262 -5.15083 1.43036
C 8.43393 -3.52541 3.39102
H 4.11933 -3.44681 0.68026
H 2.69824 -4.56709 0.84746
H 4.19571 -5.12430 0.10725
H 3.98177 -5.86233 2.52212
H 4.01016 -4.12795 2.98873
H 6.12343 -5.87787 1.97718
H 6.11807 -5.00274 3.49476
H 6.16956 -2.80921 1.92964
H 6.47147 -3.89578 0.61386
H 8.58874 -1.77489 1.23550
H 8.40843 -3.09623 0.02394
H 10.71253 -2.97710 1.88236
H 10.68397 -2.72685 0.09675
H 10.99694 -5.17938 1.10523
H 10.13013 -5.05024 -0.31901
H 8.98493 -5.82109 2.25207
H 8.06970 -5.69982 0.76160
H 8.00989 -4.35220 3.96084
H 7.97936 -2.56498 3.63400
H 9.51841 -3.50810 3.49914
C 0.87035 3.58902 -0.84803
C 1.32929 2.22003 -0.23583
C 0.61772 0.96607 -0.84797
C 1.02335 -0.43619 -0.43074
N 0.54705 -0.93458 0.99454
C 1.45915 -0.39241 2.13854
C 1.50985 -1.48108 3.14244
C 0.77320 -2.64476 2.64209
C 0.63451 -2.54840 1.09286
C -0.92015 -0.41831 1.20050
H 0.49683 4.18031 -0.01200
H 0.04216 3.36527 -1.52045
H 1.55621 3.90130 -1.63554
H 1.16428 2.21879 0.84161
H 2.38951 2.03260 -0.40585
H 0.80619 1.08614 -1.91482
H -0.46741 1.06555 -0.87441
H 2.08422 -0.67874 -0.49262
H 0.51602 -1.15635 -1.07269
H 1.08444 0.53959 2.56171
H 2.44371 -0.27060 1.68696
H 1.31572 -1.10827 4.14813
H 2.52835 -1.86930 3.13588
H -0.08899 -2.73274 3.30314
H 1.40165 -3.49430 2.90937
H -0.32287 -2.87246 0.68480
H 1.56369 -2.84676 0.60737
H -1.22116 -0.70760 2.20738
H -1.50792 -0.72802 0.33638
H -0.97135 0.66823 1.27050
C -3.15222 -0.57702 -2.14670
C -2.96028 0.21906 -3.45198
C -4.19722 0.70952 -4.12808
C -4.01623 1.41574 -5.45999
N -5.39314 2.06352 -5.95803
C -6.50895 0.99139 -6.27282
C -7.42477 1.61075 -7.35915
C -6.37320 2.11877 -8.25223
C -5.14595 2.49953 -7.44355
C -5.93553 3.19828 -5.02832
H -3.69859 -1.50452 -2.31792
H -3.65172 0.12841 -1.48265
H -2.23459 -0.81748 -1.60982
H -2.41253 -0.36603 -4.19073
H -2.17689 0.93823 -3.21283
H -4.52403 1.39479 -3.34597
H -4.94391 -0.07923 -4.21993
H -3.71540 0.67199 -6.19786
H -3.24818 2.18912 -5.45174
H -6.94420 0.77946 -5.29622
H -6.03307 0.12433 -6.73091
H -8.00525 2.44859 -6.97293
H -8.23649 0.92473 -7.60117
H -6.80958 2.99036 -8.74008
H -6.14204 1.40567 -9.04353
H -4.67268 3.47812 -7.52396
H -4.37034 1.80011 -7.75554
H -5.09985 3.86556 -4.81742
H -6.15612 2.68710 -4.09123
H -6.72244 3.69728 -5.59389
C -0.40429 -7.10656 0.48276
C -0.55842 -6.57993 1.97136
C -1.94494 -6.83049 2.70409
C -2.49396 -8.29478 2.32173
N -3.95187 -8.59447 2.83078
C -4.94190 -8.04891 1.79782
C -4.99776 -9.25104 0.84207
C -4.50796 -10.53492 1.51348
C -4.11439 -10.11349 2.93649
C -4.14535 -8.04024 4.24605
H -0.15454 -8.15366 0.31153
H 0.44910 -6.50200 0.17561
H -1.32489 -6.97285 -0.08532
H -0.29263 -5.54583 2.19070
H 0.19742 -7.24387 2.39087
H -2.66682 -6.06593 2.41695
H -1.88077 -6.79044 3.79146
H -1.88712 -8.94406 2.95283
H -2.50145 -8.44250 1.24182
H -5.83941 -7.88581 2.39445
H -4.50722 -7.16190 1.33700
H -6.05392 -9.34850 0.59079
H -4.45975 -9.09233 -0.09252
H -5.31200 -11.26967 1.55554
H -3.63070 -10.95370 1.02039
H -4.88483 -10.33147 3.67609
H -3.16079 -10.49694 3.29941
H -3.17376 -8.32405 4.65047
H -4.88137 -8.58395 4.83829
H -4.39041 -6.98143 4.16247
C -1.31592 7.76236 -3.71279
N 0.09554 7.32140 -3.33443
C 0.92079 8.59510 -3.33279
C 0.13881 6.86158 -1.88279
C 0.80206 6.26736 -4.20146
C -0.06600 4.97976 -4.42723
O 0.68461 4.12060 -5.15373
H -1.19881 7.88795 -4.78918
H -1.71534 8.59999 -3.14099
H -1.93936 6.88158 -3.55907
H 0.50683 9.34802 -2.66208
H 0.82213 9.00682 -4.33721
H 1.90724 8.33438 -2.94935
H 1.19009 6.69917 -1.64506
H -0.44120 5.93871 -1.88374
H -0.38450 7.61260 -1.29100
H 1.77250 6.14066 -3.72156
H 1.05887 6.75386 -5.14245
H -1.01481 5.22085 -4.90656
H -0.40890 4.50473 -3.50807
H 0.18087 3.85833 -5.92772
Br 4.85752 -0.85139 -0.89477
Br 3.21661 -0.21197 6.15558
Br -0.54350 2.66173 3.57305


[2]
178
Properties=species:S:1:pos:R:3 method="wB97M-V/def2-TZVPD" smiles=FC(F)C(F)(F)COC(F)(F)C(F)F.CCCCCC.CCCCCC.CCCCCC.CCCCCC.CCCCCC.CCCCCC.CCCCCC.CCCCCC
C -0.99207 7.81006 0.74365
C -0.06945 6.68782 0.30870
C -0.81925 5.44051 -0.21562
F 0.01283 4.42431 -0.41327
F -1.77592 5.07169 0.66933
F 0.77954 7.14973 -0.63851
F 0.69241 6.30906 1.37354
O -1.72662 8.30737 -0.36122
C -3.08915 8.41728 -0.15285
C -3.68976 9.19655 -1.33495
F -3.36147 8.56347 -2.48360
F -5.01696 9.35079 -1.20187
F -3.64590 7.19184 -0.04429
F -3.31493 9.07197 1.00721
H -0.30345 8.58989 1.08492
H -1.59833 7.54735 1.60684
H -1.37513 5.73208 -1.11007
H -3.20960 10.18373 -1.33623
C -2.67624 -5.99369 7.45206
C -3.07483 -5.67204 6.01853
C -3.64325 -4.25861 5.87599
C -4.00052 -3.88938 4.42644
C -2.77942 -3.76983 3.49028
C -3.22484 -3.34940 2.08661
H -3.56008 -6.12032 8.08435
H -2.14284 -5.18247 7.95398
H -2.06154 -6.89248 7.49067
H -2.19863 -5.77173 5.37191
H -3.79242 -6.41201 5.65679
H -2.93914 -3.50735 6.24010
H -4.57185 -4.23098 6.45296
H -4.68615 -4.65088 4.03696
H -4.57004 -2.95718 4.39138
H -2.14476 -2.98671 3.91766
H -2.19853 -4.68792 3.56694
H -2.33511 -3.16003 1.48110
H -3.75944 -4.14280 1.56090
H -3.85937 -2.46671 2.13652
C -2.18448 2.86817 4.81005
C -2.45882 2.30683 6.22010
C -3.62032 3.04882 6.86615
C -3.81977 2.70577 8.36399
C -5.16918 3.20850 8.89110
C -6.36204 2.39017 8.46043
H -3.08795 2.93350 4.20962
H -1.46381 2.24803 4.26640
H -1.65899 3.82757 4.82090
H -2.72203 1.26325 6.01899
H -1.58335 2.33897 6.86663
H -4.56506 2.98893 6.32736
H -3.27961 4.09191 6.87657
H -3.75110 1.61991 8.47323
H -3.00358 3.19343 8.89816
H -5.13637 3.17393 9.98877
H -5.22756 4.29068 8.74227
H -6.32748 1.34354 8.76662
H -7.27613 2.79500 8.90208
H -6.50691 2.38689 7.37666
C 0.60044 -2.21602 -8.65957
C 0.85275 -1.81473 -7.21503
C -0.44055 -1.73066 -6.41481
C -0.31992 -1.31005 -4.95113
C 0.71752 -2.09060 -4.13926
C 0.59575 -3.60828 -4.07467
H -0.24094 -1.75860 -9.18115
H 0.62334 -3.30287 -8.76271
H 1.42314 -1.92025 -9.32635
H 1.51744 -2.55287 -6.76212
H 1.39926 -0.86718 -7.17026
H -0.86489 -2.73569 -6.29437
H -1.18896 -1.11084 -6.91145
H -0.07304 -0.25100 -4.80586
H -1.29367 -1.40237 -4.46213
H 1.71613 -1.80613 -4.48377
H 0.67503 -1.73007 -3.10522
H -0.24252 -3.94205 -3.46081
H 0.53327 -4.06491 -5.06462
H 1.46264 -4.06417 -3.58955
C 0.19986 -3.26427 -0.38511
C 0.48645 -4.69371 0.04848
C 0.92088 -4.76705 1.52298
C 0.84810 -6.20851 2.04709
C 0.92169 -6.32626 3.57536
C 0.72868 -7.75415 4.09190
H -0.55205 -2.80436 0.26223
H -0.17343 -3.20544 -1.40450
H 1.11936 -2.68884 -0.24590
H -0.39484 -5.30885 -0.15678
H 1.26919 -5.13559 -0.57580
H 0.28326 -4.10218 2.11237
H 1.94947 -4.42162 1.64532
H -0.03578 -6.71786 1.65429
H 1.68022 -6.75770 1.59293
H 1.87213 -5.91763 3.93055
H 0.19357 -5.64993 4.03237
H 0.21676 -8.39796 3.38281
H 1.67671 -8.20527 4.39896
H 0.23361 -7.70646 5.06613
C 8.42029 0.14251 -8.95699
C 7.56438 0.52678 -7.76120
C 6.08875 0.09700 -7.87286
C 5.19963 0.95644 -6.98099
C 3.70659 0.67472 -7.16587
C 2.74125 1.37398 -6.20823
H 8.30350 -0.92391 -9.17371
H 9.47424 0.34023 -8.75694
H 8.14709 0.68355 -9.86407
H 7.99017 0.12120 -6.84149
H 7.66693 1.61400 -7.66701
H 6.08580 -0.94814 -7.54794
H 5.71463 0.09290 -8.89810
H 5.40406 0.85316 -5.91265
H 5.37899 2.00068 -7.25761
H 3.38856 0.81869 -8.20161
H 3.54023 -0.39345 -6.96536
H 1.73103 1.00257 -6.37103
H 3.10678 1.38568 -5.18436
H 2.67204 2.43545 -6.48411
C 0.32862 -0.89492 3.34929
C -0.07484 -0.23447 2.01331
C 1.06194 -0.24857 1.01386
C 0.72982 0.62614 -0.22416
C 1.60252 0.27326 -1.43454
C 1.08561 1.10266 -2.61189
H -0.54635 -1.29157 3.86485
H 0.91684 -0.27861 4.03231
H 1.00824 -1.72887 3.13228
H -0.93653 -0.80715 1.66216
H -0.44538 0.74386 2.33704
H 1.20220 -1.27752 0.67357
H 1.99829 0.09769 1.45962
H -0.31067 0.34189 -0.41938
H 0.76679 1.67765 0.06041
H 2.58731 0.62436 -1.10481
H 1.72513 -0.79484 -1.61482
H 0.02091 0.96980 -2.79220
H 1.25780 2.15373 -2.36590
H 1.73502 0.90480 -3.46682
C -4.23796 2.30222 1.21892
C -3.47635 1.09513 0.68225
C -3.74927 0.68968 -0.76640
C -3.02307 -0.59704 -1.14830
C -3.45936 -1.12863 -2.51646
C -2.95858 -2.54747 -2.76049
H -3.94447 2.47197 2.25552
H -5.32655 2.22184 1.22087
H -3.98755 3.21557 0.67467
H -2.41291 1.34101 0.75169
H -3.62051 0.23832 1.35009
H -3.32479 1.53854 -1.32129
H -4.80052 0.67917 -1.06582
H -1.95411 -0.37885 -1.12047
H -3.25763 -1.34390 -0.38247
H -4.55051 -1.11043 -2.57318
H -3.12609 -0.41549 -3.27665
H -3.36029 -2.96230 -3.68655
H -1.87797 -2.65139 -2.71240
H -3.40466 -3.17612 -1.98286
C 4.88516 1.88735 -2.58254
C 4.36645 3.02963 -1.68925
C 4.95862 3.06906 -0.29137
C 4.67281 1.83442 0.56519
C 5.29602 1.89961 1.96352
C 4.92119 0.73360 2.81645
H 4.54724 2.01651 -3.61106
H 4.42065 0.94445 -2.28505
H 5.97038 1.82662 -2.50902
H 4.57762 3.95270 -2.23627
H 3.27526 2.95854 -1.66539
H 4.50710 3.91555 0.23967
H 6.02474 3.31417 -0.30752
H 3.58968 1.75263 0.72529
H 4.90650 0.90890 0.02813
H 6.38667 1.97414 1.89468
H 4.97603 2.86912 2.36085
H 5.34153 0.82165 3.82287
H 3.84966 0.53668 2.88004
H 5.37228 -0.19440 2.44733


Number 1: molar mass 1135.3 g/mol, calculated total energy -10377.6626 Ha. Number 2: molar mass 921.5 g/mol, calculated total energy -2963.1284 Ha.